Computed, not measured: a cluster of 2 separate species, C3H6BrIO in total, with wB97M-V/def2-TZVPD.

Properties
F_max   0.0859 hartree/bohr
HOMO   -0.347 Eh
ΔE to the lowest compared entry with this formula, charge and spin   66.8 kcal/mol

Geometry as XYZ:
```
12
Properties=species:S:1:pos:R:3:lowdin_charge:R:1
I -1.39 3.03 -3.52 0.30
Br -2.48 -1.21 0.38 0.69
O -3.78 2.36 -1.59 -0.09
C -2.55 2.74 -1.39 -0.28
C 0.17 -0.69 -0.39 -0.20
C -1.20 -0.40 -0.66 -0.82
H -1.55 0.67 -0.60 0.01
H -4.17 2.09 -2.42 0.10
H -1.52 -0.76 -1.65 0.06
H 0.62 -0.31 0.49 0.07
H 0.80 -0.22 -1.08 0.06
H 0.25 -1.79 -0.51 0.10
```


Computed, not measured: a cluster of 2 separate species, C5H6O2 in total, with wB97M-V/def2-TZVPD.

Properties
F_max   0.0184 hartree/bohr
HOMO   -0.333 Eh
SMILES   C=C=C=O.CC=O
ΔE to the lowest compared entry with this formula, charge and spin   65.3 kcal/mol

Geometry as XYZ:
```
13
Properties=species:S:1:pos:R:3:lowdin_charge:R:1
O 0.63 0.74 -2.34 0.14
O -0.92 -1.00 1.13 0.02
C -0.91 0.17 0.84 -0.33
C 1.97 -0.46 -0.66 -0.07
C -1.91 0.84 -0.05 -0.05
C 2.12 -1.23 0.41 0.05
C 1.19 0.14 -1.49 -0.23
H 3.11 -1.53 0.76 0.06
H 1.26 -1.58 0.98 0.05
H -2.43 1.63 0.50 0.09
H -0.12 0.84 1.25 0.12
H -2.62 0.11 -0.43 0.09
H -1.39 1.32 -0.89 0.07
```


Computed, not measured: a structure of composition C12H27F2NO6Si2, with wB97M-V/def2-TZVPD.

Properties
F_max   0.0963 hartree/bohr
HOMO   -0.324 Eh

Geometry as XYZ:
```
50
Properties=species:S:1:pos:R:3:lowdin_charge:R:1
Si 0.19 -2.68 0.00 0.56
Si -1.94 -3.82 1.57 0.57
F 0.72 -2.76 -1.65 -0.22
F -0.78 -6.14 -0.14 -0.10
O 2.30 -0.59 2.16 0.09
O 0.41 -1.36 3.28 0.02
O -0.63 1.89 -0.42 -0.22
O -1.44 -3.27 0.01 -0.39
O 1.86 -3.25 3.30 0.04
O 1.16 5.51 -2.46 -0.20
N -0.12 2.95 -3.32 -0.05
C -0.70 4.29 -3.42 -0.21
C 1.10 -0.93 2.09 -0.39
C 0.34 -0.89 0.67 -0.12
C -0.94 -5.30 2.28 -0.30
C -1.61 2.07 -1.44 -0.21
C -0.23 -6.23 1.19 -0.23
C 0.37 5.35 -3.64 -0.21
C 0.40 -2.99 5.27 0.01
C 0.09 3.06 -0.08 -0.09
C 2.50 5.08 -2.61 -0.11
C 0.98 -2.54 3.84 -0.41
C -1.06 1.93 -2.87 -0.19
H -0.51 3.97 -0.19 0.09
H -1.70 -5.97 2.84 0.09
H 1.00 3.13 -0.68 0.07
H -1.41 4.31 -4.26 0.12
H -1.90 1.88 -3.57 0.12
H 0.90 -6.02 1.23 0.12
H -1.25 4.55 -2.51 0.10
H -2.34 1.26 -1.29 0.12
H -0.15 -5.00 3.06 0.06
H -0.54 0.97 -2.93 0.12
H 1.26 -3.52 5.82 0.10
H 0.99 -3.54 0.89 0.03
H -0.38 -7.32 1.53 0.12
H -0.65 -0.32 0.73 0.10
H 3.05 5.36 -1.71 0.09
H 0.99 5.11 -4.52 0.12
H -3.36 -4.25 1.49 -0.03
H 2.97 5.58 -3.46 0.09
H -0.11 6.31 -3.83 0.12
H -2.17 3.00 -1.28 0.11
H -0.45 -3.75 5.15 0.09
H 0.39 2.98 0.97 0.09
H 1.04 -0.31 -0.03 0.10
H 0.04 -2.05 5.80 0.09
H -1.90 -2.71 2.56 -0.02
H 0.66 2.98 -2.67 0.07
H 2.55 4.00 -2.73 0.08
```


Computed, not measured: a cluster of 3 separate species, C13H34BFO4PS2 in total, with wB97M-V/def2-TZVPD.

Properties
F_max   0.0274 hartree/bohr
HOMO   -0.096 Eh
Total charge   -1

Geometry as XYZ:
```
56
Properties=species:S:1:pos:R:3:lowdin_charge:R:1
S -2.37 0.92 6.70 0.79
S -1.48 1.98 -8.21 0.80
P -0.64 -1.93 2.39 0.94
F 0.55 0.32 1.27 -0.05
O 3.43 -0.04 -0.54 -0.08
O -0.75 -1.48 -0.74 -0.21
O -0.95 1.72 -6.85 -0.54
O -1.99 -0.35 7.36 -0.55
C 0.61 -1.65 -0.25 -0.17
C -0.30 0.49 -3.92 -0.12
C -0.53 -0.74 -3.05 -0.24
C -0.88 -0.39 -1.60 -0.28
C -1.31 0.45 -9.15 -0.28
C -3.51 1.75 7.84 -0.28
C -0.20 2.88 -9.10 -0.28
C 2.33 -1.45 1.86 -0.16
C -1.01 2.06 6.94 -0.27
C 0.00 -3.41 3.34 -0.34
C 4.16 -0.09 0.68 -0.29
C -1.25 -0.70 3.64 -0.36
C 3.30 -0.28 1.92 -0.22
B 0.80 -1.12 1.30 -0.88
H -0.29 0.47 -1.26 0.12
H 0.83 -2.73 -0.28 0.10
H 2.23 -1.84 2.87 0.06
H -4.42 1.16 7.87 0.04
H 4.02 -0.48 2.72 0.10
H 4.93 -0.86 0.63 0.11
H 0.98 -3.68 2.94 0.01
H -0.31 0.20 -4.96 0.04
H -1.09 1.21 -3.74 0.07
H 2.81 0.66 2.17 0.10
H -0.66 -4.24 3.14 -0.01
H 4.67 0.87 0.76 0.10
H 2.75 -2.28 1.28 0.09
H -2.32 -0.84 3.74 0.00
H -0.84 -0.81 4.65 0.00
H -1.30 3.05 6.59 0.05
H -1.34 -1.36 -3.43 0.10
H -1.11 0.32 3.28 0.02
H 0.10 -3.24 4.41 0.02
H 3.33 -0.94 -0.87 0.08
H -3.06 1.80 8.83 0.05
H -0.17 1.70 6.35 0.05
H 1.26 -1.10 -0.93 0.07
H -2.00 -0.27 -8.72 0.05
H -1.57 0.64 -10.19 0.05
H -0.73 2.10 7.99 0.05
H 0.75 2.34 -9.02 0.06
H -3.72 2.75 7.47 0.05
H -1.92 -0.06 -1.59 0.12
H 0.37 -1.35 -3.03 0.10
H -0.10 3.86 -8.65 0.05
H -0.49 2.99 -10.15 0.05
H 0.66 0.92 -3.65 0.07
H -0.29 0.09 -9.06 0.06
```


Computed, not measured: a structure of composition C12H34ClFeIN3P2, with wB97M-V/def2-TZVPD.

Properties
Multiplicity   6
F_max   0.0769 hartree/bohr
HOMO (alpha / beta)   -0.545 / -0.545 Eh
Total charge   +2
ΔE to the lowest compared entry with this formula, charge and spin   37.7 kcal/mol

Geometry as XYZ:
```
54
Properties=species:S:1:pos:R:3:lowdin_spin:R:1
I -1.69 0.13 -3.54 0.03
Fe 0.00 0.00 0.00 4.11
Cl 2.37 -0.01 -0.23 0.31
P 0.14 2.31 -0.18 0.06
P 0.15 -2.31 0.16 0.06
N 0.46 0.14 1.96 0.18
N -1.72 0.04 2.92 0.02
N 0.47 0.25 4.34 0.03
C 1.20 -2.88 1.55 0.00
C 1.18 3.08 1.10 0.00
C -0.15 0.27 5.65 0.00
C 0.93 -3.10 -1.30 0.01
C -1.70 -0.01 -5.69 0.01
C -2.31 0.07 1.59 0.04
C -1.40 -3.25 0.38 0.02
C -0.26 0.14 3.05 0.02
C 1.93 0.35 4.35 0.00
C -2.72 -0.08 3.98 0.00
C 0.91 2.88 -1.75 0.01
C -1.42 3.26 -0.10 0.02
H -1.23 4.34 -0.20 0.00
H -3.42 0.00 1.61 0.00
H 1.06 -4.17 -1.14 0.00
H 1.03 3.96 -1.75 0.00
H 0.73 2.91 2.08 0.00
H 0.30 -2.93 -2.18 0.00
H 1.29 4.16 0.93 0.00
H 0.59 0.40 6.47 0.00
H -2.09 2.94 -0.91 0.00
H -2.39 -0.14 5.00 0.00
H -2.14 -0.97 -5.94 0.00
H 2.18 -2.40 1.46 0.00
H 1.88 2.39 -1.84 0.00
H -0.61 -0.72 5.86 0.00
H 2.38 -0.55 3.88 0.00
H -3.32 -1.00 3.82 0.00
H -1.92 3.07 0.85 0.00
H -0.84 1.13 5.74 0.00
H 2.16 2.60 1.08 0.00
H -2.04 0.99 1.08 0.01
H -2.07 -3.05 -0.46 0.00
H 1.47 0.23 2.04 0.00
H 0.74 -2.57 2.49 0.00
H -1.90 -2.92 1.29 0.00
H 1.90 -2.62 -1.47 0.00
H 1.31 -3.97 1.54 0.00
H -3.40 0.80 3.94 0.00
H -0.67 0.07 -6.02 0.00
H -2.31 0.81 -6.06 0.00
H -1.94 -0.76 0.98 0.02
H 2.38 0.43 5.36 0.00
H -1.21 -4.33 0.44 0.00
H 2.26 1.27 3.80 0.00
H 0.28 2.57 -2.59 0.00
```


Computed, not measured: a cluster of 2 separate species, C4H10O in total, with wB97M-V/def2-TZVPD.

Properties
F_max   0.0086 hartree/bohr
HOMO   -0.312 Eh
ΔE to the lowest compared entry with this formula, charge and spin   65.4 kcal/mol

Geometry as XYZ:
```
15
Properties=species:S:1:pos:R:3:lowdin_charge:R:1
O -0.30 1.29 1.46 0.02
C 0.11 0.99 0.24 -0.12
C 2.21 -0.03 -0.45 -0.12
C 0.91 -0.28 0.32 -0.29
C -2.24 -0.51 -0.99 -0.06
H 2.75 0.82 -0.03 0.07
H -3.23 -0.08 -0.80 0.02
H -2.25 -1.05 -1.94 0.02
H 1.09 -0.61 1.35 0.11
H 1.98 0.21 -1.49 0.07
H -0.80 2.12 1.39 0.11
H 0.34 -1.07 -0.19 0.10
H -1.99 -1.21 -0.18 0.02
H 2.87 -0.90 -0.42 0.07
H -1.50 0.29 -1.03 -0.03
```


Computed, not measured: a structure of composition C38H35Cl2N8O4Sc, with wB97M-V/def2-TZVPD.

Properties
F_max   0.1828 hartree/bohr
HOMO   -0.184 Eh
ΔE to the lowest compared entry with this formula, charge and spin   209.4 kcal/mol

Geometry as XYZ:
```
88
Properties=species:S:1:pos:R:3:lowdin_charge:R:1
Sc -0.26 -1.67 0.30 1.00
Cl 0.40 4.53 -2.00 0.76
Cl -3.90 6.76 0.41 0.69
O -0.52 -1.82 2.84 -0.16
O -0.37 0.69 0.17 -0.04
O -1.94 2.12 -0.43 0.02
O 0.96 -0.81 1.33 -0.42
N -0.50 -1.51 -1.89 0.10
N -2.08 -5.25 1.10 0.18
N -1.62 4.87 0.25 0.06
N 0.97 -0.54 4.10 0.09
N -1.97 -0.64 -3.29 0.19
N -0.53 -3.87 0.33 0.10
N -2.50 -1.56 0.35 -0.08
N 2.19 -1.78 -0.04 0.05
C 0.65 -7.73 1.23 -0.08
C 1.51 5.98 1.88 -0.09
C -0.78 -0.71 -4.00 -0.17
C 1.37 -5.55 0.42 0.02
C 0.14 -1.26 -3.11 -0.17
C -0.92 -5.99 1.05 -0.18
C -1.05 6.52 -3.05 -0.11
C -1.79 -3.99 0.68 -0.28
C -0.66 -7.31 1.38 -0.01
C 0.36 5.98 1.11 -0.04
C -1.74 -1.10 -2.05 -0.29
C 0.05 -5.11 0.57 -0.17
C 1.80 -1.09 -4.78 -0.07
C -2.84 -1.07 -1.01 -0.09
C 5.04 -1.35 -0.03 -0.09
C 4.44 -2.42 -0.73 -0.11
C 1.85 0.19 1.53 -0.16
C 4.22 -0.51 0.67 -0.06
C 0.12 -1.46 3.89 -0.68
C -2.10 7.42 -3.07 -0.08
C -1.73 5.75 -0.85 -0.31
C -2.79 6.65 -0.91 -0.59
C -0.43 4.83 0.99 -0.24
C -0.25 -2.29 5.13 -0.06
C 3.08 -2.57 -0.69 -0.23
C -0.45 -0.34 -5.29 -0.01
C -0.88 5.69 -1.96 -0.57
C -0.08 3.69 1.73 -0.15
C -0.94 2.44 1.74 -0.02
C 2.83 -0.69 0.67 -0.15
C 0.87 -0.54 -5.67 -0.08
C -2.98 7.49 -2.00 -0.11
C 1.07 3.71 2.51 -0.04
C -1.10 1.74 0.39 -0.53
C 1.46 -1.46 -3.50 0.02
C 1.64 -6.86 0.75 -0.07
C -2.91 -2.94 0.65 -0.09
C 1.87 4.84 2.59 -0.09
H 2.14 -4.89 0.08 0.09
H 2.82 -1.23 -5.11 0.11
H -1.17 0.09 -5.97 0.11
H -1.95 2.69 2.07 0.14
H -2.84 -0.26 -3.63 0.17
H -0.94 -3.09 4.87 0.05
H -3.35 -2.95 1.65 0.14
H 2.11 6.87 1.94 0.10
H -0.37 6.44 -3.89 0.10
H 0.58 0.48 0.96 0.12
H 2.66 -7.23 0.65 0.11
H -3.12 -0.02 -0.91 0.13
H 1.18 -0.27 -6.67 0.10
H 0.65 -2.74 5.56 0.06
H -1.43 -7.97 1.76 0.11
H -2.90 -0.93 1.02 0.14
H -3.81 8.18 -2.01 0.10
H 1.42 -0.60 5.01 0.03
H 0.91 -8.75 1.48 0.10
H 2.19 -1.87 -2.81 0.09
H 4.63 0.31 1.25 0.11
H 2.77 4.83 3.19 0.10
H 2.63 -3.39 -1.25 0.09
H -0.72 -1.65 5.88 0.06
H 6.12 -1.22 -0.04 0.10
H 5.04 -3.12 -1.29 0.09
H -2.98 -5.57 1.41 0.17
H -3.72 -1.59 -1.41 0.13
H -0.52 1.73 2.45 0.12
H 1.34 2.82 3.06 0.11
H -3.69 -3.28 -0.04 0.13
H 2.17 1.20 1.74 0.10
H -1.95 3.94 -0.01 0.09
H -2.24 8.07 -3.93 0.11
H 0.07 6.87 0.57 0.11
```


Computed, not measured: the molecule C2H3NOS2, with wB97M-V/def2-TZVPD.

Properties
F_max   0.0776 hartree/bohr
HOMO   -0.338 Eh
SMILES   O=CNSC=S
ΔE to the lowest compared entry with this formula, charge and spin   35.9 kcal/mol

Geometry as XYZ:
```
9
Properties=species:S:1:pos:R:3:lowdin_charge:R:1
S 0.16 0.79 -0.18 0.86
S 2.88 -0.29 0.01 0.53
O -3.51 -0.60 0.08 0.09
N -1.43 0.39 0.42 -0.32
C -2.47 -0.26 -0.33 -0.41
C 1.20 -0.54 0.10 -1.01
H -1.58 0.95 1.33 0.13
H -2.00 -0.66 -1.22 0.11
H 0.77 -1.49 0.47 0.02
```